# 1
The following is a quantum chemistry calculation of 2 unconnected molecules or ions with the total composition C6H10S in a non-equilibrium geometry, from the Open Molecules 2025 dataset.

Geometry as ORCA input:
```
! wB97M-V def2-TZVPD RIJCOSX def2/J DEFGRID3
* xyz 0 1
S 1.6671 -0.2728 -0.9188
C 1.8159 1.1061 -1.8266
C 0.6840 -1.1325 1.4256
C -2.4000 -1.7006 -0.6234
C 0.7596 -0.0063 0.4507
C -2.7176 -0.5735 -0.8549
C 0.0623 1.2757 0.7287
H 2.2625 0.9845 -2.7882
H -0.3512 -1.4329 1.5925
H 0.7190 2.0042 1.2137
H 1.3648 2.0363 -1.5581
H 1.1045 -0.8463 2.3931
H -0.7901 1.0988 1.3837
H 1.2385 -1.9904 1.0514
H -2.1199 -2.6914 -0.4246
H -3.0005 0.4181 -1.0477
H -0.2987 1.7233 -0.1971
*
```

Properties
E_HOMO (alpha / beta): -6.95 / -6.95 eV
DFT total energy: -632.6363 Ha
ΔE to the lowest compared entry with this formula, charge and spin: 454.74 kJ/mol


# 2
The following is a quantum chemistry calculation of a molecular structure, C6H10S2 in a non-equilibrium geometry, from the Open Molecules 2025 dataset.

Geometry as ORCA input:
```
! wB97M-V def2-TZVPD RIJCOSX def2/J DEFGRID3
* xyz 0 1
S -2.3437 0.0132 -0.5401
S 2.7546 0.0930 -0.6475
C 0.0811 -0.1170 0.7490
C -0.3545 2.1716 -0.3498
C 0.1784 -1.2523 -0.4894
C -0.8380 0.9026 0.3854
C 1.3054 -0.6851 0.3274
C -1.1534 -1.7151 -0.3639
H -1.7148 -2.4587 -1.2148
H 0.4277 2.6302 0.2565
H 3.9978 -0.1195 0.6616
H -1.3938 -2.4031 0.5253
H -1.1669 2.7580 -0.5422
H 0.0069 1.6501 -1.2588
H -0.2552 -0.8036 1.5298
H -1.5887 1.2600 1.2990
H 1.9395 -1.4199 1.0098
H 0.1175 -0.5042 -1.3372
*
```

Properties
E_HOMO: -8.59 eV
DFT total energy: -1030.7330 Ha
ΔE to the lowest compared entry with this formula, charge and spin: 643.20 kJ/mol


# 3
The following is a quantum chemistry calculation of a single C6H10S2 molecule in a non-equilibrium geometry, from the Open Molecules 2025 dataset.

Geometry as ORCA input:
```
! wB97M-V def2-TZVPD RIJCOSX def2/J DEFGRID3
* xyz 0 1
S -2.2727 0.9178 -1.0318
S 1.3789 0.2497 -0.9324
C -1.0606 0.7544 0.2979
C 0.2813 -0.2765 1.5642
C -1.1383 -0.6572 0.9088
C 0.5359 0.8482 0.4555
C 1.4512 -1.3085 1.2192
C 1.7916 -1.4719 -0.2871
H 0.9616 1.6945 1.0864
H -1.8328 0.0967 -2.1316
H -1.6608 1.3851 0.8822
H 1.1579 -2.3277 -0.7937
H 1.6448 -2.2319 1.9788
H 0.2601 0.0985 2.4700
H -0.7765 -1.5026 0.1690
H 2.9124 -1.6410 -0.2872
H -1.8401 -0.8794 1.6513
H 2.3079 -0.7035 1.4516
*
```

Properties
E_HOMO: -8.64 eV
SMILES string: S[C@H]1C[C@H]2CCS[C@H]21
DFT total energy: -1030.8711 Ha
ΔE to the lowest compared entry with this formula, charge and spin: 280.57 kJ/mol


# 4
The following is a quantum chemistry calculation of a single C6H10Si molecule in a non-equilibrium geometry, from the Open Molecules 2025 dataset.

Geometry as ORCA input:
```
! wB97M-V def2-TZVPD RIJCOSX def2/J DEFGRID3
* xyz 0 1
Si 2.0919 -0.9994 0.7686
C -1.1913 1.2776 -0.5288
C 0.1470 1.0814 1.2971
C -0.8983 1.8275 0.6416
C -0.3702 0.1074 -0.8404
C -1.2993 -1.1703 -1.1219
C 0.5632 0.0528 0.3437
H 1.8821 -2.1636 -0.0756
H 3.3608 -0.2194 0.4772
H -1.1202 -1.5925 -2.2405
H 0.2385 0.2511 -1.8408
H -1.0629 -2.0104 -0.3753
H 0.4435 1.3118 2.3163
H -1.2737 2.6556 1.2080
H -2.2301 -0.6768 -0.9794
H 2.4968 -1.4076 2.2107
H -1.7779 1.6749 -1.2605
*
```

Properties
E_HOMO: -8.30 eV
SMILES string: C[C@H]1C=CC=C1[SiH3]
DFT total energy: -523.9980 Ha
ΔE to the lowest compared entry with this formula, charge and spin: 89.14 kJ/mol


# 5
The following is a quantum chemistry calculation of a molecular structure, C6H11AgCl4O4 in a non-equilibrium geometry, from the Open Molecules 2025 dataset.

Geometry as ORCA input:
```
! wB97M-V def2-TZVPD RIJCOSX def2/J DEFGRID3
* xyz -1 2
Ag -0.4723 0.7785 1.6976
Cl -2.4742 -0.9246 1.2810
Cl 2.4579 1.1250 1.5711
Cl 3.0496 2.2750 -1.2380
Cl -1.5569 -3.8742 -0.1814
O -1.7706 2.6384 1.2899
O -0.2270 2.9024 2.4172
O -0.6463 3.9403 0.5651
O -0.3061 0.9004 -0.6216
C -0.9655 3.5223 1.6667
C 3.9588 0.6718 0.7649
C 3.7591 0.6969 -0.7407
C -3.3236 -1.7246 -0.1514
C -3.2212 -3.2678 0.0157
C -0.1099 -0.0759 -1.6253
H -3.7527 -3.7580 -0.8000
H 4.7030 0.6870 -1.2857
H 4.8111 1.2673 1.0919
H 4.3585 -0.2658 1.1512
H 0.8524 -0.5818 -1.7026
H 3.0576 -0.0874 -1.0252
H -0.8060 -0.8730 -1.3641
H -0.3863 0.3183 -2.6033
H -3.0398 -1.3258 -1.1254
H -4.3430 -1.3599 -0.0252
H -3.6069 -3.6049 0.9778
*
```

Properties
E_HOMO (alpha / beta): -3.33 / -3.32 eV
DFT total energy: -2523.7195 Ha


# 6
The following is a quantum chemistry calculation of a molecular structure, C6H11AsF6KNO, from the Open Molecules 2025 dataset.

Geometry as ORCA input:
```
! wB97M-V def2-TZVPD RIJCOSX def2/J DEFGRID3
* xyz 1 2
As -2.4506 -1.6558 -2.1838
K -0.0684 -4.1284 -1.4491
F -4.1125 -1.7143 -2.4730
F -2.6911 -0.7821 -0.6505
F -0.6985 -1.6228 -1.7428
F -2.4959 -3.1397 -1.2375
F -2.2332 -0.1659 -2.9812
F -2.0096 -2.5870 -3.5574
O 1.1539 -1.7300 0.2877
N -0.4530 -0.1736 0.6350
C 2.2667 1.4374 0.2241
C 0.7630 1.2011 2.2997
C -0.5439 0.5764 1.8475
C 0.8343 -0.6049 0.0538
C 1.3884 2.1383 1.2580
C 1.5314 0.4574 -0.7138
H 2.2362 -0.0305 -1.3848
H -1.3273 -0.4889 0.1451
H 0.6015 2.7125 0.7577
H -0.9696 -0.1123 2.5979
H -1.3428 1.3149 1.6898
H 0.5480 1.7468 3.2178
H 1.4677 0.4105 2.5765
H 0.7860 0.9884 -1.3135
H 2.0084 2.8680 1.7778
H 3.0714 0.8996 0.7305
H 2.7395 2.1852 -0.4115
*
```

Properties
E_HOMO (alpha / beta): -15.28 / -15.26 eV
DFT total energy: -3800.0301 Ha
ΔE to the lowest compared entry with this formula, charge and spin: 0.00 kJ/mol


# 7
The following is a quantum chemistry calculation of 2 unconnected molecules or ions with the total composition C6H11BF2N3O4PS in a non-equilibrium geometry, from the Open Molecules 2025 dataset.

Geometry as ORCA input:
```
! wB97M-V def2-TZVPD RIJCOSX def2/J DEFGRID3
* xyz 0 1
S 4.5966 -0.2507 1.0548
P 3.0924 0.0816 -0.1020
F -2.0589 -4.0683 2.2278
F -2.8628 -2.0173 2.8378
O -1.9560 -1.6339 -1.3808
O -1.7617 -2.2335 0.7578
O -4.6465 -2.8107 -1.0604
O -3.9110 -3.1696 1.0404
N -0.1071 2.0661 -1.0664
N 1.3657 2.0641 0.7659
N 1.6867 3.5643 -0.9637
C 1.5352 0.5720 0.7844
C 0.3091 -0.0655 0.1453
C 1.0012 2.5804 -0.4069
C -2.4037 -2.1391 -0.3759
C 0.0198 0.5869 -1.2078
C -3.8145 -2.7541 -0.2001
B -2.6455 -2.9016 1.7995
H -0.8832 0.1559 -1.6311
H 3.2902 1.1283 -1.0247
H 1.6798 0.2400 1.8122
H 1.1849 4.2419 -1.5193
H -0.9736 2.2699 -0.5759
H 2.1786 2.5396 1.1546
H -0.5617 0.0860 0.7867
H 2.6809 -1.0167 -0.8679
H 0.8194 0.3841 -1.9285
H 2.6902 3.6396 -0.9010
H 0.4555 -1.1397 0.0450
*
```

Properties
E_HOMO: -8.97 eV
DFT total energy: -1664.7698 Ha


# 8
The following is a quantum chemistry calculation of 2 unconnected molecules or ions with the total composition C6H11BNO7 in a non-equilibrium geometry, from the Open Molecules 2025 dataset.

Geometry as ORCA input:
```
! wB97M-V def2-TZVPD RIJCOSX def2/J DEFGRID3
* xyz -1 1
O 0.6109 2.1800 3.7348
O -0.2650 0.9438 0.4898
O -0.7863 -0.6756 1.8109
O 0.0554 -2.2858 -3.6504
O -0.3998 4.3708 3.8840
O 2.2841 -2.4191 -3.6743
O 1.1330 -2.6430 -5.5987
N -1.3140 2.7777 2.2742
C 1.9141 -1.9334 -2.3732
C -0.3677 -1.4800 -1.3813
C 1.1518 -2.4676 -4.4222
C -1.8047 1.4154 2.2966
C -0.9256 0.4575 1.5314
C 0.4733 -2.3610 -2.2691
B -0.3972 3.0595 3.2677
H -0.4720 -0.4836 -1.8086
H 2.0401 -0.8488 -2.3555
H 0.3937 -3.4053 -1.9529
H 0.6694 2.1787 4.6946
H -1.9754 0.9797 3.2832
H -2.7647 1.4067 1.7585
H -1.3736 -1.8893 -1.2827
H -0.2888 1.9189 0.5689
H -0.1980 4.9759 3.1656
H 2.5415 -2.3781 -1.6045
H 0.0656 -1.3942 -0.3866
*
```

Properties
E_HOMO: -3.61 eV
DFT total energy: -841.7023 Ha